C45H31AsN7O2S5W as an isolated structure in a non-equilibrium geometry. Source: OMol25; level of theory: ωB97M-V/def2-TZVPD.

Its strongest force on any atom is 3.823 eV/A. The HOMO energy is -4.32 eV. The value obtained for the molecular weight is 1120.887 g/mol. The value obtained for the energy relative to the best compared isomer or geometry (same formula, charge and spin) is 152.09 kJ/mol. Its charge is -1. For the HOMO-LUMO gap, the calculation gives 5.4 eV. The LUMO energy is 1.1 eV.

```
92
Properties=species:S:1:pos:R:3:forces:R:3
H -0.62582 -1.10207 -5.74994 -0.1 0.1 -0.1
N -5.82342 0.88914 2.99781 -0.4 0.0 -0.2
H 1.97437 -2.83140 -1.93631 0.0 0.1 -0.1
C -2.23755 1.72025 -4.02975 0.2 -0.1 -1.7
H 5.99811 -0.62749 2.43185 0.0 -0.1 0.1
C 0.08355 -2.02768 -2.56433 0.0 0.5 0.2
C 2.19711 -0.15475 -0.99145 -0.3 0.0 0.4
H 1.97924 3.31105 -2.63300 0.0 0.0 0.0
C 0.80064 -5.81012 -0.09418 0.0 -0.1 -0.2
C -5.11858 -3.43196 -1.35437 0.0 0.0 0.0
C -0.45377 6.10201 2.09875 -0.2 0.1 -0.1
H -4.06252 3.52279 -0.20004 0.0 0.0 0.0
H 1.51238 -6.66082 1.74160 0.0 -0.1 0.0
N -2.94587 2.57400 5.71386 0.1 0.2 0.3
C 5.25543 -0.63856 3.23047 -0.1 0.5 -0.2
C 0.15412 -3.48781 0.00821 0.2 -0.1 0.3
H -2.07138 -4.59191 -0.46303 -0.1 0.1 0.0
C 2.00367 -2.30007 -4.00876 -0.1 -0.1 0.0
C -2.40062 1.86478 -2.64664 -1.4 1.3 1.8
H 2.61534 6.56228 3.44774 0.1 0.1 0.1
C -2.82393 -3.89177 -0.80739 0.4 0.1 0.0
H 1.76411 -1.66475 -6.03815 0.0 0.0 -0.1
C -3.47021 -1.69370 -1.50187 0.2 0.0 0.0
C -0.64430 -1.58738 -3.67113 -0.1 0.0 0.4
C 4.40913 -1.88846 3.17228 -0.3 0.1 -0.4
C -0.04934 -1.47137 -4.91621 0.0 0.0 -0.1
H 0.90386 -6.72884 -0.65440 0.0 0.0 0.0
N 4.75195 2.11808 -4.34579 0.1 0.0 -0.1
H -3.23914 -0.65450 -1.70530 -0.1 -0.1 0.1
C -4.13413 -4.31676 -0.95140 0.0 -0.1 0.0
O 2.99837 4.07912 3.15292 0.0 0.3 0.1
H 5.75000 -0.52300 4.19418 0.0 0.0 0.0
C -0.37363 4.74808 1.86603 0.2 -0.1 0.0
H 0.04203 -4.67132 -1.76690 0.1 -0.2 0.1
C 1.76515 6.06491 3.00800 0.0 0.1 0.0
C 2.86983 -0.08396 2.20337 -0.8 1.0 -0.7
S -0.72129 0.47063 3.57504 -0.4 0.0 -0.5
C -2.36848 0.35673 3.08821 0.1 -0.4 0.0
H 1.25271 -4.56164 3.02653 0.1 0.0 0.1
C -3.38929 2.84026 -0.69724 -0.3 0.3 -0.2
H -2.70074 2.03409 1.15667 0.2 -0.1 -0.1
C -3.32089 2.80236 -2.07703 1.3 -1.3 -0.3
S -2.65287 -0.61278 1.67317 0.0 0.2 0.1
H 3.03850 -2.57778 -4.14157 0.1 -0.1 0.0
C 2.04763 2.33690 -2.16642 0.2 -0.1 -0.2
C 1.14060 -5.77008 1.25470 0.0 0.0 0.0
C 4.00444 1.82857 -3.52135 0.7 0.3 -0.7
H -3.91829 3.44048 -2.70486 -0.1 0.1 -0.1
C 1.28508 -1.79833 -5.08079 0.0 0.0 0.0
H -1.20013 4.21879 1.41378 0.0 0.0 0.0
C -2.46895 -2.57235 -1.08576 0.0 0.5 0.4
C 1.85907 4.69235 2.79246 -0.1 -0.3 -0.1
H -4.38757 -5.34492 -0.73319 0.0 -0.1 0.0
H 2.91487 3.12097 2.96440 -0.2 -0.1 -0.1
O -0.21561 2.03215 1.30891 0.6 3.2 0.7
C 1.12308 0.67365 -0.61764 0.3 0.4 -0.8
H 5.01087 -2.78472 3.02973 0.0 0.0 0.0
N -1.72390 1.09020 -0.45885 -1.5 2.1 -0.1
H 0.33100 2.65761 -0.98296 0.1 -0.1 0.1
C 3.07851 1.46469 -2.52799 -0.8 -0.3 0.9
H 0.56506 7.82487 2.86339 0.0 0.1 0.0
C 0.50251 -3.45368 1.36498 -0.4 0.9 -0.6
C 0.78864 2.59180 1.92221 0.6 -1.5 -0.6
H 2.28538 -1.13582 -0.51598 -0.1 0.3 -0.3
S 3.30748 -1.69471 1.71950 0.2 -0.2 0.5
S 0.23563 -2.00593 2.30307 -0.4 -0.1 0.3
H -1.34923 6.64243 1.83437 -0.1 0.1 0.0
C 1.40684 -2.42593 -2.76675 -0.2 -0.1 0.3
C -3.39295 0.99175 3.76108 0.5 -0.2 -0.3
N 1.84065 1.87039 2.24842 -0.1 1.4 0.4
C -2.61503 2.00479 0.07821 1.0 -1.3 -0.5
As -0.64503 -1.84654 -0.70041 0.3 -2.2 -0.8
H -6.14427 -3.76227 -1.43771 -0.1 0.0 0.0
H 3.96556 -0.45678 -2.16419 0.0 -0.1 0.0
W -0.27564 0.11831 0.97883 0.2 -3.7 0.8
C 3.15741 0.21471 -1.90895 0.1 0.3 -0.1
C -1.64931 1.07316 -1.79475 0.6 -0.5 0.4
C 0.62222 6.76336 2.67294 0.2 -0.2 0.0
C -3.13356 1.84076 4.84802 0.2 0.4 0.4
C -4.77949 -2.11974 -1.63459 -0.1 0.0 -0.1
C 1.11356 1.94390 -1.23124 -0.2 -0.2 0.2
C 0.77057 4.01859 2.20284 -0.2 0.4 0.1
H -0.92975 0.38040 -2.23122 -0.1 0.3 0.1
S 4.16335 0.82056 2.99431 0.0 -0.5 0.3
C -4.72338 0.91889 3.33409 -0.6 -0.1 -0.2
N -2.09776 1.58789 -5.16693 -0.1 0.1 0.4
H -5.54141 -1.41919 -1.94246 -0.1 0.1 0.0
H 3.77910 -1.99520 4.05657 0.1 0.0 0.0
C 1.00304 -4.60405 1.97692 0.0 0.0 0.0
N 1.76962 0.55471 1.88144 0.7 -1.1 0.4
C 0.31823 -4.67048 -0.71392 -0.1 0.4 -0.2
H -1.69054 -1.32481 -3.55673 0.0 0.0 0.0
```
Forces are in eV/Å.

=====

One molecule with the formula C24H22ClN3O3S. Source: OMol25; level of theory: ωB97M-V/def2-TZVPD.

Its strongest force on any atom is 0.928 eV/A. The HOMO energy is -8.22 eV. The value obtained for the molecular weight is 467.978 g/mol. The value obtained for the energy relative to the best compared isomer or geometry (same formula, charge and spin) is 0.00 kJ/mol. For the HOMO-LUMO gap, the calculation gives 8.7 eV. The LUMO energy is 0.5 eV.

```
54
Properties=species:S:1:pos:R:3:forces:R:3
C -2.85911 1.87567 -1.28049 0.0 -0.1 0.0
H -0.33565 2.82270 -1.60722 -0.1 0.1 -0.2
H -2.77824 3.22273 1.57910 0.1 0.1 -0.1
H 2.19640 -1.11591 1.04808 -0.1 0.0 0.0
H -2.18838 3.91705 0.04653 0.0 -0.1 0.1
Cl 6.75859 -2.37702 0.05507 0.1 -0.1 0.0
H -5.23201 -0.01172 -0.17915 -0.1 0.2 0.0
C -2.04542 0.62349 0.46537 -0.1 -0.3 -0.2
C 0.35821 2.36079 -0.93277 0.3 -0.1 0.1
H 1.63578 2.37358 2.94568 0.0 0.0 0.0
S -4.56640 -3.46680 0.59160 0.2 0.5 -0.2
C -3.15881 -2.61101 0.06556 -0.4 -0.1 0.1
O -3.17589 2.85568 -1.90175 -0.1 0.4 -0.2
C 1.92079 1.22992 -2.64722 0.1 0.1 0.1
H -0.63770 -1.68387 0.83172 0.1 -0.1 0.0
N -2.35792 1.87417 0.02980 -0.2 0.4 0.0
C 4.21425 -1.68607 0.62357 0.1 0.0 0.0
H 0.20897 -2.59600 -0.43186 0.0 0.0 0.0
N -2.89460 0.58441 -1.67412 0.0 -0.2 -0.1
H -0.33913 -0.36891 -1.30104 0.0 0.0 -0.1
C -0.74759 -2.15570 -0.14576 0.0 -0.1 -0.1
O -1.57047 0.33132 1.53318 0.0 0.0 0.2
C -0.65305 3.08189 1.33437 -0.2 0.0 0.0
H -1.62888 -3.90727 0.78068 0.0 0.0 0.0
C 3.21655 0.38232 -0.08925 0.5 -0.4 0.0
C -2.07206 3.08950 0.75364 -0.1 0.1 0.4
C 1.44516 1.74226 0.94653 -0.5 0.4 0.3
C -1.14846 -1.08755 -1.15874 0.1 0.0 0.3
C 5.49961 -0.10293 -0.66322 0.0 -0.2 0.0
C 4.40917 0.74530 -0.70526 -0.2 0.0 0.1
H 1.10228 1.32917 -3.35579 0.0 0.0 0.0
H 4.48459 1.69812 -1.20544 0.0 0.1 0.0
H 1.31446 0.65723 2.76676 0.0 -0.1 0.1
N 2.09769 1.23570 -0.13730 -0.2 0.3 0.0
C -2.40377 -0.33828 -0.67819 0.2 -0.3 0.0
H 4.14776 -2.63158 1.13782 0.0 -0.1 0.0
C 5.39706 -1.31587 0.00107 -0.2 0.2 0.0
H 2.73797 1.86589 -2.98844 0.1 0.0 -0.1
C 1.86837 1.49752 2.34649 0.0 0.0 0.1
C 0.34695 2.45074 0.48893 0.9 -0.2 0.0
C -4.81762 -0.98974 -0.01088 -0.1 -0.1 0.0
H -1.37188 -1.55143 -2.12302 0.0 0.0 -0.1
H 2.27195 0.19832 -2.65024 0.0 -0.1 -0.1
C -5.53563 -2.05367 0.42082 0.1 -0.3 0.1
H -3.25469 0.29813 -2.56774 0.0 0.1 0.0
C 1.45100 1.62953 -1.29253 -0.3 0.1 -0.5
H 2.93364 1.28315 2.40370 0.0 0.0 0.1
C -3.45190 -1.31204 -0.22305 0.1 -0.3 0.1
H 6.42716 0.17588 -1.13731 0.1 0.0 0.0
C -1.81833 -3.24521 -0.06635 0.2 -0.1 0.0
O -0.43430 3.55948 2.42461 -0.1 0.0 0.0
C 3.12530 -0.83684 0.57526 0.0 0.2 -0.2
H -1.79451 -3.85986 -0.97327 0.0 0.0 0.0
H -6.57947 -2.10297 0.65655 -0.2 0.1 0.0
```
Forces are in eV/Å.

=====

One molecule with the formula C4H10N2O in a non-equilibrium geometry. Source: OMol25; level of theory: ωB97M-V/def2-TZVPD.

Its strongest force on any atom is 4.528 eV/A. The HOMO energy is -8.81 eV. The value obtained for the molecular weight is 102.137 g/mol. The value obtained for the energy relative to the best compared isomer or geometry (same formula, charge and spin) is 259.05 kJ/mol. For the HOMO-LUMO gap, the calculation gives 9.7 eV. The LUMO energy is 0.9 eV.

```
17
Properties=species:S:1:pos:R:3:forces:R:3
C 0.43096 -0.75490 1.55928 0.7 1.2 -1.3
H 0.91914 1.29092 -2.17052 0.1 -0.2 -1.6
H 2.40561 -1.38297 0.81481 -1.1 0.6 0.8
C -1.20101 0.37804 -1.85737 0.9 2.3 1.2
O -1.71487 -0.52619 0.63957 3.0 0.5 -0.4
N 1.86134 -0.62477 1.27160 0.7 0.2 0.7
H 1.85688 0.53241 -0.86543 -1.0 1.0 -0.2
H 0.19749 -0.12290 2.44832 0.2 -0.6 -0.6
C -0.49680 -0.20148 0.42895 -4.4 -1.0 0.1
N -0.26974 0.52824 -0.73705 0.3 -1.6 1.7
C 0.95726 1.16488 -1.12849 1.6 -1.0 0.8
H 1.07841 2.18938 -0.80477 0.0 0.2 0.8
H -0.74092 -0.27362 -2.56805 0.6 0.8 -1.5
H 0.13971 -1.78492 1.77303 -0.4 0.2 -0.2
H -1.64034 1.39630 -1.96150 0.9 -0.5 -1.6
H 2.28085 -0.35187 2.15757 0.5 -0.3 -0.6
H -2.06151 -0.12684 -1.69610 -2.5 -1.9 1.8
```
Forces are in eV/Å.